(1)
Molecular formula: C21H48Br4N3O5V
Method: DFT, ωB97M-V/def2-TZVPD

Results
DFT total energy (hartree): -12609.3059
Gap between HOMO and LUMO (Ha): 0.2366
Strongest force on any atom (Eh/bohr): 0.075
Total charge: 0

The geometry in XYZ format:
```
82
C21H48Br4N3O5V ωB97M-V/def2-TZVPD
Br 16.7659 21.4284 14.6495
Br 24.1682 15.2300 19.3319
Br 13.5175 19.2544 17.1998
Br 21.9552 17.6079 15.9849
V 17.6310 18.0324 20.0871
O 18.8778 17.4284 19.2621
O 16.7906 18.8932 19.0415
O 18.4104 16.8111 22.0097
O 18.8433 19.8261 21.1865
O 12.5170 15.4054 19.8561
N 18.5901 15.4922 22.5240
N 16.1498 18.9260 21.7449
N 16.1756 16.2964 19.9524
C 20.2977 19.6996 21.3095
C 14.7762 16.3807 19.5131
C 17.8892 13.7094 24.0149
C 13.7925 15.4466 20.3875
C 23.1150 15.6185 17.6234
C 20.7325 15.1844 21.1454
C 15.8238 20.2653 15.8960
C 17.6435 15.1830 23.6447
C 20.1939 13.7017 23.0042
C 16.6518 20.2379 22.0268
C 14.5934 16.0000 18.0107
C 19.2892 13.2100 24.2310
C 11.5617 14.8907 20.7364
C 17.8752 16.0094 25.0235
C 20.1128 15.1423 22.5208
C 16.1727 15.3871 23.2001
C 18.1426 20.1745 22.3348
C 20.8671 16.0600 23.5670
C 14.3155 20.5253 15.9089
C 22.1923 16.8990 17.7848
C 15.7970 20.5706 23.2310
H 18.4523 21.1385 22.7383
H 14.7386 20.7611 23.0532
H 17.7601 17.0872 24.9088
H 11.3647 15.5800 21.5574
H 16.3122 18.1628 22.3861
H 16.0666 14.7863 22.2969
H 19.8871 15.0621 20.4683
H 13.6283 16.4318 17.7459
H 14.5807 17.4528 19.4950
H 15.3286 16.4506 17.3439
H 19.6305 13.6098 25.1858
H 13.8701 15.7670 21.4264
H 19.1370 12.1354 24.1295
H 22.6324 14.7626 17.1518
H 21.3168 14.2884 20.9356
H 17.4206 13.5767 24.9901
H 21.3303 16.6362 18.3980
H 15.6266 15.1842 24.1214
H 23.8292 15.9508 16.8699
H 20.7236 20.6530 21.6219
H 13.7969 20.4140 14.9567
H 19.9794 13.0322 22.1712
H 21.2656 16.1287 21.0347
H 14.4086 14.9345 17.8747
H 10.6723 14.6031 20.1757
H 15.9485 16.4386 23.0206
H 16.4392 15.3748 19.6342
H 21.2120 15.5912 24.4886
H 21.2197 13.4666 23.2880
H 20.7593 19.3726 20.3778
H 17.3201 13.0505 23.3590
H 14.0003 21.5382 16.1594
H 16.1247 21.5139 23.6679
H 17.2512 15.5847 25.8097
H 16.1792 16.1260 20.9479
H 14.1559 14.4190 20.3949
H 15.9115 19.8088 24.0022
H 20.6112 18.8726 21.9466
H 18.8685 15.8517 25.4438
H 18.3420 19.4478 23.1223
H 21.8327 16.3834 23.1784
H 11.8748 13.9922 21.2682
H 22.7874 17.5951 18.3760
H 16.4719 20.8742 21.1603
H 15.1695 19.1055 21.9091
H 20.3512 16.9762 23.8541
H 16.1341 19.2204 15.9028
H 16.2537 20.4937 16.8712
```

Here are the Mulliken charges for atoms 1 to 2, given in e: number 1, Br, carries -0.16; number 2, Br, carries -0.22

---

(2)
Molecular formula: C21H48Cl30OSi2
Method: DFT, ωB97M-V/def2-TZVPD

Results
ΔE to the lowest compared entry with this formula, charge and spin (kcal/mol): 0.00
DFT total energy (hartree): -15288.9465
Gap between HOMO and LUMO (Ha): 0.3854
Strongest force on any atom (Eh/bohr): 0.006
Total charge: 0

The geometry in XYZ format:
```
102
C21H48Cl30OSi2 ωB97M-V/def2-TZVPD
Cl 0.2503 -2.6768 -4.6805
Cl 1.0371 2.4544 -2.5565
Cl 2.8069 -8.3091 3.0450
Cl 3.4399 -4.5309 3.4612
Cl 1.5712 -7.0925 0.6760
Cl -1.6533 4.8943 0.6730
Cl -2.1150 -11.0325 -4.8720
Cl 5.6684 9.3133 -2.2739
Cl 2.8750 4.6077 1.5014
Cl -2.6074 7.0838 4.7159
Cl 4.5134 8.8039 1.9130
Cl -4.9750 0.2699 -0.7799
Cl 5.8378 -4.8634 5.1268
Cl 2.6107 -2.9229 -2.9408
Cl -1.6529 1.3250 -2.7165
Cl -3.1192 3.2847 2.6378
Cl 7.8327 7.3598 3.2111
Cl -1.4408 -9.7848 -7.4491
Cl 1.5670 2.0396 2.1082
Cl 7.5690 8.0605 0.3701
Cl 0.7976 -7.0871 -5.0437
Cl -3.8403 -0.4951 7.0158
Cl -2.6860 -0.0815 0.9901
Cl -4.0416 0.0103 4.1244
Cl 1.7104 9.6790 1.7093
Cl -1.7781 8.9311 2.0653
Cl -2.4532 8.8063 -0.7873
Cl 2.7426 -6.0563 -6.9822
Cl -5.0925 7.6648 3.2170
Cl 3.0320 10.6233 -2.2970
Si -5.6910 -3.3411 0.5057
Si -3.7658 -5.3702 -0.0887
O -4.2830 -4.1286 0.8788
C 1.8038 3.3230 0.9198
C -1.3423 -4.6864 -1.4103
C -1.6509 -3.1855 -1.4482
C -0.1732 -2.5359 0.5829
C -1.4863 9.6071 0.4570
C 1.7783 -3.5195 -4.3787
C 1.4071 -7.4437 2.3968
C -2.5813 4.9099 2.1821
C -0.8303 -10.3966 -5.9034
C -3.2332 -0.8981 5.4055
C -0.5507 -2.2877 -0.8820
C -4.1112 8.0204 4.6405
C -0.0032 1.2506 -3.3395
C 2.9449 8.5362 1.1484
C -1.9036 -5.4003 -0.1765
C 1.0308 -6.2473 -6.5869
C 8.5155 7.1983 1.5875
C 4.7775 10.8282 -2.0864
C 0.9064 -3.6147 0.7902
C -4.2015 0.7778 0.7285
C 4.9993 -5.3452 3.6479
H 3.0593 8.6619 0.0792
H 1.5576 -4.5693 -4.2304
H 1.2166 -4.0705 -0.1493
H -1.5910 -6.4492 -0.1780
H -4.3024 -6.6411 0.4479
H -4.3599 -5.1351 -1.4306
H 0.5796 -5.2646 -6.5083
H -5.5125 -2.6212 -0.7620
H 0.5554 -6.8311 -7.3656
H -0.4375 9.4711 0.2223
H -3.4051 -1.9524 5.2283
H 4.9631 11.2113 -1.0900
H 0.5548 -4.4248 1.4320
H -1.0832 -2.7912 1.1304
H -4.6961 7.7634 5.5145
H -3.4499 5.5404 2.0322
H -4.8793 0.5518 1.5440
H -3.9884 1.8375 0.6880
H -1.7505 10.6571 0.4738
H -2.1772 -0.6610 5.3689
H 0.1978 -1.5970 0.9978
H 8.5279 6.1473 1.3276
H 1.3268 -6.5016 2.9264
H 0.4037 0.2653 -3.1404
H -2.5848 -2.9619 -0.9201
H -1.5167 -4.9560 0.7447
H -0.0263 1.4582 -4.4018
H 5.1225 11.5193 -2.8450
H 0.5274 -8.0578 2.5437
H -0.1273 -11.1942 -6.1076
H 0.3450 -2.3580 -1.5065
H 2.4231 -3.3755 -5.2371
H 4.8165 -6.4113 3.6856
H -0.9236 -1.2629 -0.9639
H 5.6197 -5.0811 2.8008
H -3.8494 9.0711 4.6332
H -1.9638 5.2905 2.9822
H 2.6097 7.5336 1.3802
H -0.2537 -4.8074 -1.4298
H -0.3572 -9.5681 -5.3945
H 2.2319 2.8864 0.0268
H 0.8428 3.7697 0.7131
H 9.5165 7.6108 1.5986
H -6.0316 -2.4156 1.6043
H -1.8156 -2.8872 -2.4864
H 1.7912 -3.1953 1.2690
H -1.7089 -5.1806 -2.3140
H -6.7599 -4.3532 0.3128
```

Here are the Mulliken charges for atoms 1 to 2, given in e: number 1, Cl, carries -0.15; number 2, Cl, carries -0.15

---

(3)
Molecular formula: C21H48F5N10O16
Method: DFT, ωB97M-V/def2-TZVPD

Results
DFT total energy (hartree): -3078.5970
Gap between HOMO and LUMO (Ha): 0.2879
Strongest force on any atom (Eh/bohr): 0.070
Total charge: +1

The geometry in XYZ format:
```
100
C21H48F5N10O16 ωB97M-V/def2-TZVPD
F 5.2609 -0.8974 -2.7068
F 4.4509 -3.0006 -2.6351
F 4.9378 -1.4518 0.6144
F 6.7674 -1.8487 -0.6206
F 5.3364 -3.5108 -0.1983
O -1.8469 -3.0320 4.2121
O -1.2945 6.0174 -5.6349
O -7.2541 3.0606 0.4781
O 1.4402 -4.1996 8.1401
O -0.4054 -4.9100 7.2537
O -2.6789 4.4638 -1.9804
O 3.4545 2.4586 -6.1727
O -6.1803 1.2477 -0.0313
O -1.6197 2.6405 -2.4807
O -0.7944 8.1163 -5.8425
O -3.1118 -2.6547 2.4906
O 3.7090 3.8191 -0.9923
O 3.0621 2.8250 -4.0729
O -5.7453 -6.8523 6.4475
O -5.2252 -4.7839 6.0592
O 4.1672 2.4216 0.5927
N -3.3096 -3.9470 -0.0718
N 3.7945 2.5502 -5.0098
N -5.1455 -5.8280 6.6940
N -1.8305 3.8379 -2.5896
N -1.4594 7.1340 -6.1037
N 1.9476 -0.2311 0.9731
N 4.2607 3.5096 0.0433
N 0.7264 -4.4630 7.1915
N -2.9247 -2.8200 3.6851
N -6.4033 2.4413 -0.1333
C 1.8859 0.6793 -0.1967
C -4.1075 -2.7607 4.5811
C 4.5946 -1.8173 -1.8563
C -0.7232 -0.0280 -0.6812
C 0.5734 0.8066 -1.0542
C 1.2900 -4.2155 5.8388
C 5.1193 4.5296 0.7004
C -2.5709 7.2980 -7.0764
C 3.1096 -1.2488 -1.6069
C -4.2355 -5.8474 7.8694
C -2.9507 -3.0372 -1.2242
C -1.4027 -2.6015 -0.9713
C 3.1515 0.2885 -1.1596
C 5.2265 2.3072 -4.6948
C 5.3902 -2.1378 -0.5169
C 1.7614 -1.6890 0.7148
C 2.2310 -2.2300 -0.6988
C 1.1163 0.2836 2.1551
C -5.5579 3.2019 -1.0898
C -0.9905 -1.2495 -1.7265
C -0.9770 4.5895 -3.5482
H 2.3438 -2.2529 1.5266
H -0.6888 -3.4352 -1.3086
H -2.5974 8.3340 -7.4062
H -4.5237 3.1009 -0.7662
H -5.7071 2.7679 -2.0772
H 2.8754 -3.1616 -0.5033
H 2.9218 -0.1490 1.3340
H -4.8378 -6.0783 8.7466
H -1.2752 5.6314 -3.5385
H 0.3940 1.0444 1.7321
H -1.2955 -2.5535 0.1662
H 1.3540 -2.6163 -1.3251
H 5.7537 2.0754 -5.6175
H -1.1278 4.1538 -4.5319
H -2.4753 -4.5534 0.0255
H 5.2728 1.4677 -4.0023
H -3.6281 -2.1280 -1.1965
H 2.1552 1.7226 0.1928
H -3.7691 -4.8696 7.9682
H 0.2712 1.9142 -1.0782
H -4.9936 -2.5675 3.9804
H 4.7091 4.7143 1.6921
H -0.7734 -0.4962 0.3461
H -2.9536 -3.5797 -2.2205
H -1.8520 -0.9911 -2.4389
H 6.1272 4.1215 0.7594
H 1.5262 -3.1547 5.7711
H 4.0933 0.5513 -0.5840
H 2.1854 -4.8271 5.7388
H 0.5476 -4.4935 5.0936
H -3.9397 -1.9532 5.2925
H -3.3564 -3.3420 0.7685
H 5.1049 5.4374 0.1016
H -3.4953 7.0311 -6.5665
H -5.8652 4.2452 -1.0770
H 0.8334 0.5695 -2.1479
H 0.6732 -2.0191 0.8630
H -4.1854 -3.7271 5.0889
H 5.6215 3.2155 -4.2421
H 3.1149 0.9584 -2.0812
H -2.3747 6.6307 -7.9142
H 0.4991 -0.6062 2.5307
H 2.6281 -1.2600 -2.6491
H -1.6373 0.6533 -0.8054
H -3.4856 -6.6163 7.6913
H -0.0725 -1.3753 -2.4072
H 1.7861 0.7107 2.9738
H 0.0569 4.4804 -3.2214
```

Here are the Mulliken charges for atoms 1 to 2, given in e: number 1, F, carries -0.28; number 2, F, carries -0.31

---

(4)
Molecular formula: C21H49FInO12P2
Method: DFT, ωB97M-V/def2-TZVPD

Results
ΔE to the lowest compared entry with this formula, charge and spin (kcal/mol): 0.00
DFT total energy (hartree): -2705.0586
Gap between HOMO and LUMO (Ha): 0.1258
Strongest force on any atom (Eh/bohr): 0.164
Total charge: -1

The geometry in XYZ format:
```
86
C21H49FInO12P2 ωB97M-V/def2-TZVPD
In 2.1003 2.8573 -0.2285
P -2.2988 -3.0326 6.3299
P 0.2135 -3.8340 -2.9967
F 1.7432 1.4578 -1.7086
O -1.8261 -2.8182 4.9228
O 0.5460 -2.3192 -2.6017
O 3.6384 1.0323 -6.2513
O -3.7226 -2.1744 6.2051
O 0.9584 -5.2050 -3.4656
O -1.0191 1.4191 2.0093
O -2.4158 3.0695 -1.8525
O -0.9457 -3.8427 6.8441
O 3.8739 2.5106 -4.6632
O -3.1763 -4.4135 6.5485
O -0.8735 -4.2652 -2.0923
O -0.3149 -3.4589 -4.5023
C 2.4902 1.6798 1.6469
C 0.8406 -0.1537 2.4870
C -0.5593 -1.4040 -2.5471
C 4.1015 4.4822 -3.2646
C 0.2641 -3.9671 -5.7020
C 1.9268 0.2449 1.4627
C 3.7188 4.2929 -0.7350
C -0.5863 4.4032 -1.0419
C -4.4392 -4.4525 7.2164
C -2.0648 4.0296 -0.8573
C 3.1458 1.5787 -5.3023
C 0.2020 -6.4099 -3.3719
C -0.5105 -4.9439 6.0466
C 4.5836 3.8676 -1.9439
C 0.2722 4.0789 0.2069
C 1.7751 1.1592 -4.8341
C -4.2702 -1.9859 4.9004
C -0.5743 0.0721 1.9782
C -1.0560 1.9534 3.3081
C 3.1398 3.5291 -3.9615
C -3.7366 2.5855 -1.7020
H -0.6207 -0.2461 0.9364
H -1.4291 1.2303 4.0423
H 0.0508 -6.6953 -2.3339
H -1.2916 -0.5590 2.5240
H 3.2900 5.2756 -0.9423
H -0.1437 -0.3968 -2.5183
H 2.5778 3.0438 -3.1597
H 4.3644 4.3897 0.1397
H -0.3056 3.6680 1.0316
H -0.0789 2.3386 3.6122
H -3.6680 -1.2957 4.3162
H 2.7623 -0.4532 1.5771
H -0.2897 -4.8482 -6.0338
H -0.2163 3.9338 -1.9537
H -3.7151 1.5022 -1.5684
H 1.5388 0.0678 0.4563
H 4.9317 4.7661 -3.9143
H 4.7156 2.7888 -2.0402
H -1.7399 2.8030 3.2762
H -2.7177 4.9118 -0.9199
H -0.5737 5.4788 -1.2482
H 1.2959 1.8208 -4.1237
H 1.0703 0.3454 3.4292
H -4.3227 2.8353 -2.5899
H -4.5548 -3.6494 7.9382
H 0.7945 -7.1793 -3.8666
H 0.6775 5.0330 0.5636
H -1.2086 -1.4982 -3.4150
H -1.3350 -5.6004 5.7788
H -5.2447 -4.3907 6.4836
H 1.9539 2.1925 2.4446
H 1.3109 -4.2297 -5.5815
H -4.2002 3.0394 -0.8236
H -4.3556 -2.9432 4.3864
H 1.8301 0.1520 -4.4291
H 0.1792 -3.1980 -6.4680
H -5.2588 -1.5505 5.0495
H -2.2228 3.5796 0.1282
H 2.4066 4.0491 -4.5829
H 0.9466 -1.2283 2.6648
H -0.7566 -6.2981 -3.8771
H -4.5153 -5.4078 7.7343
H -1.1339 -1.5648 -1.6370
H -0.0155 -4.5779 5.1492
H 3.5679 1.6595 1.7961
H 5.5919 4.2726 -1.7797
H 0.2074 -5.5003 6.6482
H 3.5522 5.4032 -3.0582
H 1.1540 1.1072 -5.7282
```

Here are the Mulliken charges for atoms 1 to 2, given in e: number 1, In, carries 0.86; number 2, P, carries 1.19

---

Which value of gap between HOMO and LUMO does entry 4 give? 0.1258 Ha